(1)
C3H4O3 in the gas phase. Source: the Open Molecules 2025 dataset; level of theory: ωB97M-V/def2-TZVPD.

Positions of all 10 atoms, in Å:
1 O 1.247 0.408 1.704
2 C 1.091 -0.312 0.750
3 C 0.192 0.022 -0.435
4 O -0.162 -1.134 -1.140
5 C -1.001 0.881 -0.018
6 O -2.063 0.820 -0.585
7 H 1.600 -1.293 0.649
8 H 0.794 0.638 -1.122
9 H -0.869 -1.577 -0.650
10 H -0.828 1.548 0.847

Computed properties:
Charge: 0
Orbital gap, eV: 10.291
Relative energy (zero: lowest compared OMol25 entry of this formula, charge and spin), kcal/mol: 39.9
E_HOMO, Ha: -0.36908
DFT total energy, eV: -9316.96876
LUMO, eV: 0.25
Multiplicity: 1
Strongest force on any atom, hartree/bohr: 0.0110

---

(2)
A molecular structure, C10H40HfN24O22. Source: the Open Molecules 2025 dataset; level of theory: ωB97M-V/def2-TZVPD.

Positions of all 97 atoms, in Å:
1 Hf 0.448 0.140 -0.345
2 N -2.847 1.163 -1.734
3 O -3.203 0.793 -2.827
4 O -1.706 0.894 -1.250
5 O -3.513 2.060 -1.227
6 N 2.208 -1.523 2.260
7 O 1.656 -2.027 3.175
8 O 1.565 -0.993 1.382
9 O 3.418 -1.692 2.232
10 N 1.422 3.338 -1.530
11 O 0.734 2.348 -1.428
12 O 1.320 4.297 -0.772
13 O 2.309 3.259 -2.376
14 N 2.327 -2.790 -1.686
15 O 2.899 -2.520 -2.671
16 O 1.589 -1.986 -1.184
17 O 2.360 -3.879 -1.067
18 C -1.657 -2.844 -1.213
19 O -1.054 -1.832 -0.840
20 N -2.930 -2.980 -1.130
21 N -1.160 -3.961 -1.467
22 H -3.448 -2.153 -0.870
23 H -3.349 -3.881 -1.315
24 H -0.208 -4.198 -1.227
25 H -1.805 -4.731 -1.577
26 C 1.099 1.321 5.174
27 O 0.402 0.927 4.254
28 N 0.814 1.881 6.290
29 N 2.369 1.142 5.124
30 H 1.317 1.661 7.137
31 H -0.190 1.936 6.383
32 H 2.943 1.843 5.571
33 H 2.674 0.748 4.246
34 C 0.403 2.933 -5.124
35 O -0.318 3.479 -4.321
36 N 0.038 2.847 -6.393
37 N 1.520 2.531 -4.884
38 H 0.775 2.714 -7.071
39 H -0.955 2.802 -6.570
40 H 1.967 2.794 -4.018
41 H 1.927 1.905 -5.565
42 C -1.814 -0.964 2.302
43 O -1.128 -0.386 1.421
44 N -1.423 -1.137 3.521
45 N -3.057 -1.222 2.079
46 H -1.970 -1.686 4.168
47 H -0.455 -0.873 3.638
48 H -3.520 -1.039 1.200
49 H -3.574 -1.388 2.931
50 C 0.276 -0.441 -4.011
51 O 0.373 -0.235 -2.822
52 N -0.889 -0.605 -4.565
53 N 1.276 -0.660 -4.822
54 H -1.665 -0.270 -4.011
55 H -0.983 -0.464 -5.560
56 H 1.011 -0.522 -5.787
57 H 2.258 -0.604 -4.593
58 C -0.004 -4.954 1.599
59 O -0.894 -4.129 1.784
60 N 1.201 -4.677 1.974
61 N -0.127 -6.191 1.101
62 H 2.048 -5.177 1.742
63 H 1.475 -3.767 2.314
64 H 0.758 -6.584 0.814
65 H -1.066 -6.323 0.753
66 C 3.906 0.436 -1.128
67 O 2.697 0.361 -0.850
68 N 4.463 1.370 -1.861
69 N 4.712 -0.480 -0.841
70 H 5.473 1.340 -1.876
71 H 3.885 2.047 -2.338
72 H 4.339 -1.057 -0.100
73 H 5.699 -0.551 -1.046
74 C -1.283 2.805 1.736
75 O -0.586 2.074 0.969
76 N -1.201 2.752 3.022
77 N -2.057 3.754 1.405
78 H -0.492 2.104 3.333
79 H -1.608 3.401 3.680
80 H -2.740 4.148 2.036
81 H -1.924 4.101 0.465
82 C -5.559 -0.511 -0.232
83 O -4.299 -0.575 -0.220
84 N -6.304 -1.390 0.401
85 N -6.333 0.449 -0.643
86 H -5.785 -2.121 0.867
87 H -7.298 -1.235 0.483
88 H -7.337 0.354 -0.589
89 H -5.813 1.138 -1.168
90 C 2.638 2.376 1.859
91 O 1.855 1.657 1.175
92 N 3.773 2.116 2.420
93 N 2.255 3.575 2.255
94 H 4.366 1.313 2.264
95 H 3.961 2.745 3.188
96 H 1.348 3.895 1.945
97 H 2.983 4.140 2.669

Computed properties:
Charge: 0
Orbital gap, eV: 7.796
E_HOMO, Ha: -0.28254
DFT total energy, eV: -93126.11045
LUMO, eV: 0.11
Multiplicity: 1
Strongest force on any atom, hartree/bohr: 0.1999

---

(3)
C7H16IO5P in the gas phase. Source: the Open Molecules 2025 dataset; level of theory: ωB97M-V/def2-TZVPD.

Positions of all 30 atoms, in Å:
1 O 1.830 -2.966 2.030
2 P 1.118 -1.847 1.113
3 O -0.038 -1.060 2.210
4 O 2.325 -0.696 0.708
5 C 2.458 -0.386 -0.705
6 C 2.408 1.240 -1.066
7 C 1.447 2.112 -0.067
8 I 2.458 4.091 0.144
9 O 0.350 -2.701 -0.181
10 C -1.052 -2.289 -0.380
11 C -1.253 -0.784 -0.997
12 C -2.586 -0.025 -0.335
13 C -2.156 0.976 0.898
14 O -2.804 2.300 0.862
15 H 0.412 -1.036 3.117
16 H 1.716 -0.898 -1.440
17 H 3.551 -0.732 -1.038
18 H 3.497 1.699 -1.201
19 H 1.915 1.317 -2.151
20 H 1.357 1.705 1.026
21 H 0.393 2.351 -0.573
22 H -1.730 -2.449 0.588
23 H -1.506 -3.042 -1.187
24 H -1.502 -0.859 -2.160
25 H -0.310 -0.088 -0.921
26 H -3.335 -0.854 0.070
27 H -3.098 0.639 -1.183
28 H -0.980 1.080 0.855
29 H -2.405 0.401 1.914
30 H -2.480 2.804 0.052

Computed properties:
Charge: 0
Orbital gap, eV: 9.502
E_HOMO, Ha: -0.35433
DFT total energy, eV: -35142.26125
LUMO, eV: -0.14
Multiplicity: 1
Strongest force on any atom, hartree/bohr: 0.1521

---

(4)
A gas-phase ion, C3H11N2 (charge +2). Source: the Open Molecules 2025 dataset; level of theory: ωB97M-V/def2-TZVPD.

Positions of all 16 atoms, in Å:
1 N -1.241 1.374 -0.756
2 C -0.579 0.275 -1.522
3 C 0.179 -0.722 -0.610
4 N 0.916 -0.056 0.588
5 C 0.598 -0.734 1.924
6 H 1.907 0.008 0.356
7 H -2.242 1.259 -0.971
8 H -0.985 2.349 -0.978
9 H 0.081 0.757 -2.247
10 H -1.387 -0.292 -1.981
11 H 0.955 -1.264 -1.147
12 H -0.471 -1.444 -0.126
13 H 0.547 0.886 0.695
14 H 1.494 -0.459 2.484
15 H -0.134 -0.159 2.491
16 H 0.361 -1.779 1.800

Computed properties:
Charge: +2
Orbital gap (alpha / beta), eV: 14.184 / 8.114
Relative energy (zero: lowest compared OMol25 entry of this formula, charge and spin), kcal/mol: 46.1
E_HOMO (alpha / beta), Ha: -0.81644 / -0.81745
DFT total energy, eV: -6248.45017
LUMO (alpha / beta), eV: -8.03 / -14.13
Multiplicity: 2
Strongest force on any atom, hartree/bohr: 0.0720